Entry A
Molecular formula: C5H12O2
Method: DFT, the ωB97M-V functional and the def2-TZVPD basis

Output
- orbital gap (Eh) = 0.3979
- 2S+1 = 1
- SMILES = CC[C@@H](O)[C@@H](C)O
- net charge = 0

Atoms and positions in Å:
O  0.78524  1.82449  0.31759
O  -1.61421  0.59253  0.44930
C  -0.46703  -0.13683  0.05035
C  0.51235  0.81144  -0.64895
C  -0.06634  1.40943  -1.92220
C  0.18571  -0.88893  1.23160
C  0.03072  -2.40519  1.12879
H  -0.29177  -0.53153  2.15040
H  0.52831  -2.79550  0.23242
H  0.46606  -2.91442  1.99525
H  -0.20799  0.63460  -2.68303
H  0.60515  2.16844  -2.34391
H  -0.82417  -0.86275  -0.69162
H  -1.03592  1.86907  -1.70943
H  -1.02695  -2.68714  1.07120
H  1.43587  0.25647  -0.88207
H  -1.26331  1.38238  0.89029
H  1.24834  -0.62796  1.31043
H  1.21677  2.56218  -0.12887

natural (NBO) atomic charge list, values in e, 2 entries:
1 O -0.7416
2 O -0.7194

---

Entry B
Molecular formula: C5H12O2
Method: DFT, the ωB97M-V functional and the def2-TZVPD basis

Output
- orbital gap (Eh) = 0.3918
- 2S+1 = 1
- SMILES = CCC=O.CCO
- net charge = 0

Atoms and positions in Å:
O  1.20845  -1.65518  -0.29897
O  -2.81920  0.36784  0.24557
C  2.62820  0.42471  1.58358
C  1.16941  -0.45789  -0.13683
C  1.15852  0.20884  1.21569
C  -1.64438  0.17190  -0.51276
C  -1.90191  -0.27434  -1.94351
H  -1.11615  1.13322  -0.50172
H  -1.00832  -0.56999  -0.02088
H  0.61968  1.16337  1.17699
H  3.15165  -0.53562  1.55447
H  1.20545  0.23383  -1.00890
H  -2.23206  -1.31893  -1.97061
H  2.73608  0.85576  2.58128
H  -2.67356  0.35311  -2.39802
H  -0.98942  -0.20457  -2.54701
H  -3.24739  -0.49304  0.32392
H  0.65940  -0.44484  1.93848
H  3.10776  1.09695  0.86297

natural (NBO) atomic charge list, values in e, 2 entries:
1 O -0.5350
2 O -0.7132

---

Name the least stable of them. entry B.

---

Entry A
Molecular formula: C5H12O2
Method: DFT, the ωB97M-V functional and the def2-TZVPD basis

Output
- orbital gap (Eh) = 0.3914
- 2S+1 = 1
- SMILES = CC(C)CC=O.O
- net charge = 0

Atoms and positions in Å:
O  1.46580  -4.20531  0.06112
O  -0.75096  -2.17822  1.12007
C  -0.31325  2.41421  0.58557
C  0.06754  0.97602  0.23796
C  0.66033  0.88781  -1.15102
C  -1.16878  0.07453  0.42011
C  -0.79449  -1.36908  0.24497
H  -1.03111  2.74024  -0.18606
H  1.37484  -3.90914  -0.83181
H  -2.01145  0.39841  -0.19296
H  -0.47264  -1.61403  -0.77445
H  -1.48580  0.18195  1.46217
H  -0.91000  2.48721  1.49708
H  -0.11799  1.20187  -1.85488
H  1.05956  -0.10206  -1.36603
H  1.61416  -3.40346  0.54439
H  1.51893  1.52498  -1.36897
H  0.83724  0.71410  0.97680
H  0.45808  3.17997  0.57594

natural (NBO) atomic charge list, values in e, 2 entries:
1 O -0.9242
2 O -0.5065

---

Entry B
Molecular formula: C5H12O2
Method: DFT, the ωB97M-V functional and the def2-TZVPD basis

Output
- orbital gap (Eh) = 0.3507
- 2S+1 = 1
- SMILES = CC/C=C\O.CO
- net charge = 0

Atoms and positions in Å:
O  -0.20995  -1.77556  -0.79077
O  -1.85608  0.07544  0.73852
C  0.06049  1.41619  0.39036
C  -0.83699  -1.43522  -2.00363
C  2.12966  0.06110  0.94274
C  -1.19816  1.10870  0.10115
C  0.88380  0.77699  1.47253
H  -0.11502  -1.58993  -2.80974
H  1.84281  -0.78977  0.31681
H  -2.79636  0.11893  0.53258
H  1.18753  1.56050  2.18041
H  2.74631  0.73683  0.33793
H  0.26192  0.07364  2.03687
H  -0.74831  -1.39967  -0.07752
H  -1.76198  1.61187  -0.68252
H  2.74806  -0.29948  1.77253
H  -1.71840  -2.06172  -2.21133
H  -1.14694  -0.38081  -2.03402
H  0.52761  2.19197  -0.21288

natural (NBO) atomic charge list, values in e, 2 entries:
1 O -0.7370
2 O -0.7214

---

Name the least stable of them. entry B.

---

Entry A
Molecular formula: C4H8NO3
Method: DFT, the ωB97M-V functional and the def2-TZVPD basis

Output
- orbital gap (Eh) = 0.3065
- 2S+1 = 1
- net charge = -1

Atoms and positions in Å:
O  0.03378  1.86456  3.12890
O  -0.29516  -1.65299  -0.12242
O  0.09070  -0.78741  -2.15358
N  0.60152  0.50579  1.40226
C  0.44270  1.71611  1.98647
C  -0.41769  -1.61915  -1.36578
C  -1.13888  -2.79434  -2.05312
C  0.85739  2.88339  1.09821
H  -0.05643  3.30370  0.70571
H  0.37315  0.29166  0.42719
H  0.41186  -0.37314  1.86382
H  -2.11863  -3.13236  -1.70359
H  -0.47908  -3.67330  -2.06271
H  1.45751  2.50166  0.28466
H  1.47362  3.55941  1.68709
H  -1.23637  -2.59358  -3.12311

natural (NBO) atomic charge list, values in e, 2 entries:
1 O -0.6610
2 O -0.8107

---

Entry B
Molecular formula: C4H8NO3
Method: DFT, the ωB97M-V functional and the def2-TZVPD basis

Output
- orbital gap (Eh) = 0.3152
- 2S+1 = 1
- net charge = -1

Atoms and positions in Å:
O  1.27590  1.49789  -0.47621
O  -2.31540  -0.67902  -1.72894
O  1.70267  0.04751  1.17650
N  -0.23778  -0.81299  -0.84367
C  1.49874  1.19040  0.71813
C  -1.90272  -2.42446  -0.16347
C  -1.51916  -1.19060  -0.96412
C  1.50169  2.38813  1.72822
H  0.00341  0.15289  -1.10572
H  0.37437  -1.04525  -0.06331
H  0.49512  2.75103  1.91511
H  -1.02166  -3.02526  0.06285
H  2.11652  3.16519  1.28651
H  1.92349  1.96787  2.64230
H  -2.56303  -3.03613  -0.77827
H  -2.41124  -2.20264  0.77228

natural (NBO) atomic charge list, values in e, 2 entries:
1 O -0.8030
2 O -0.6675

---

Name the least stable of them. entry A.

---

Entry A
Molecular formula: C4H8NO3
Method: DFT, the ωB97M-V functional and the def2-TZVPD basis

Output
- orbital gap (Eh) = 0.1633
- 2S+1 = 1
- net charge = -1

Atoms and positions in Å:
O  1.46329  -1.86794  -1.66239
O  -1.60575  1.84381  0.25882
O  -2.58459  -0.17548  0.19866
N  -0.89552  0.26825  -1.14544
C  0.20295  -0.52235  1.47155
C  -1.79021  0.68421  -0.17846
C  0.53502  0.67783  -0.96351
C  1.09371  0.07234  0.38655
H  0.94498  -0.05898  -1.64649
H  -1.00335  -0.66355  -1.56876
H  0.59523  1.77309  -1.04267
H  -0.69813  -1.03694  1.05066
H  1.81771  0.86617  0.71430
H  -0.27751  0.22168  2.09501
H  0.70767  -1.20063  2.13696
H  1.49450  -0.88151  -0.10479

natural (NBO) atomic charge list, values in e, 2 entries:
1 O -0.4405
2 O -0.7912

---

Entry B
Molecular formula: C4H8NO3
Method: DFT, the ωB97M-V functional and the def2-TZVPD basis

Output
- orbital gap (Eh) = 0.3081
- 2S+1 = 1
- net charge = -1

Atoms and positions in Å:
O  -0.70195  0.79142  -1.03525
O  -0.58022  2.24757  0.63536
O  1.81002  -2.80452  1.14088
N  1.18325  -0.80397  0.87190
C  -0.22221  -2.59419  -0.08897
C  1.02126  -2.09458  0.59706
C  -1.44738  3.11010  -1.36671
C  -0.81143  1.95577  -0.56464
H  0.10764  -3.42591  -0.81396
H  -2.32786  3.34516  -0.92734
H  -1.59449  2.89771  -2.36302
H  1.84098  -0.41245  1.41657
H  -0.78694  4.00694  -1.27057
H  -0.84924  -2.99779  0.74959
H  -0.69075  -1.72614  -0.60733
H  0.55361  -0.19809  0.32432

natural (NBO) atomic charge list, values in e, 2 entries:
1 O -0.8143
2 O -0.7919

---

Name the least stable of them. entry A.